Below is 4 unconnected molecules or ions with the total composition C31H41N5O10S at a distorted geometry, with properties calculated with wB97M-V/def2-TZVPD.

Structure (XYZ):
```
88
Properties=species:S:1:pos:R:3:forces:R:3:lowdin_charge:R:1
C 6.20143 -6.35972 -0.04546 -1.33 3.46 1.19 -0.12
C 5.97443 -4.98684 -0.70935 -0.16 0.44 1.39 -0.02
C 5.50314 -3.67766 0.02043 0.53 -3.58 1.95 -0.13
C 5.28318 -2.28275 -0.69011 -2.23 2.75 -0.06 -0.14
C 6.23756 -1.61030 -1.73221 -3.06 2.48 0.31 -0.02
C 5.85119 -0.22892 -2.32948 -1.03 -2.43 2.01 0.01
C 4.52081 0.54935 -1.95468 1.61 -1.75 0.35 -0.18
N 4.30889 1.81459 -2.60800 -4.47 -1.56 3.72 0.07
C 3.06779 2.35728 -2.16236 0.95 -1.40 0.15 -0.04
C 2.09541 1.72234 -1.12359 1.51 -1.19 0.16 -0.17
C 0.71940 2.47696 -0.76401 0.06 -1.54 -0.07 -0.14
C 0.31267 2.30599 0.79832 -0.22 0.92 0.01 -0.19
C -1.15330 1.69460 1.02307 0.00 -0.10 -0.01 -0.26
C -1.36820 0.22046 0.41543 1.04 -1.02 1.16 -0.44
S -3.17268 0.10282 -0.06221 0.09 -1.62 -1.47 0.92
C -3.60063 -1.59059 -0.63027 -0.69 -4.58 1.02 -0.50
N -3.91256 -2.69016 0.23706 0.85 2.87 -3.98 0.00
N -4.21151 -3.78355 -0.53476 0.43 1.77 -4.60 -0.01
C -4.11677 -3.43210 -1.93618 0.53 1.79 5.84 -0.05
O -3.72197 -2.05761 -1.98593 -0.44 -1.41 1.55 -0.07
N 2.35997 0.48847 -0.46119 2.17 2.93 -3.60 0.11
C 3.59461 -0.10723 -0.90244 0.92 -0.81 -0.23 -0.16
C 3.98832 -1.49843 -0.28826 2.64 0.20 -2.01 0.05
C 5.23489 -3.94663 1.55873 1.10 -2.31 -3.36 0.00
C 5.47803 -5.39509 2.03627 -0.14 1.36 -0.73 -0.14
N 5.94328 -6.54388 1.34246 -0.55 3.62 -2.15 -0.01
H 6.54912 -7.25724 -0.68071 -0.63 1.67 1.29 0.11
H 6.17904 -4.91029 -1.84141 -0.37 -0.13 2.00 0.09
H 7.19809 -2.14187 -2.04548 -1.56 0.97 0.49 0.10
H 6.55010 0.24997 -3.09863 -1.22 -0.75 1.31 0.10
H 2.74512 3.36181 -2.63179 0.67 -1.80 0.88 0.11
H 0.71561 3.56889 -1.11163 0.20 -1.66 0.57 0.11
H -0.09962 1.91123 -1.36216 1.33 1.05 0.73 0.12
H 0.28802 3.38015 1.23441 0.06 -1.84 -0.50 0.12
H 1.08070 1.70515 1.39893 -1.06 0.81 -1.12 0.11
H -1.93888 2.38332 0.55581 1.11 -0.73 0.68 0.10
H -1.33208 1.64491 2.16198 0.08 0.16 -1.86 0.13
H -1.21002 -0.53561 1.27244 -0.16 1.11 -1.47 0.10
H -0.64765 -0.06603 -0.42486 -1.17 0.63 1.02 0.08
H -4.33131 -4.10340 -2.82982 0.47 1.51 1.34 0.14
H 3.27395 -1.96932 0.46511 1.08 0.79 -1.23 0.10
H 4.85322 -3.10959 2.25168 0.77 -1.66 -1.16 0.10
H 5.23906 -5.57178 3.15460 0.54 0.19 -2.08 0.10
C 4.32956 8.80924 -2.87820 -0.26 0.23 0.03 -0.07
C 3.98100 7.35442 -3.13285 0.58 0.30 -0.24 -0.21
O 2.77223 6.98291 -2.45685 -0.52 -0.16 -0.13 0.02
C 1.63349 7.42094 -3.01868 0.16 0.23 0.04 -0.59
O 1.54470 8.07996 -4.02716 -0.01 -0.41 0.45 0.12
O 0.60555 7.02166 -2.24789 0.43 -0.03 -0.23 -0.01
C -0.66199 7.51691 -2.67624 -0.50 0.11 -0.08 -0.05
H 4.37338 9.01131 -1.80507 0.13 -0.11 -0.05 0.08
H 5.29302 9.05937 -3.32756 -0.05 -0.08 0.05 0.08
H 3.57405 9.47810 -3.29664 0.09 -0.13 -0.08 0.07
H 4.77299 6.71878 -2.72897 -0.34 -0.09 0.12 0.12
H 3.90644 7.13660 -4.20221 -0.20 0.09 0.13 0.13
H -0.85014 7.27273 -3.72397 0.14 0.14 0.10 0.10
H -0.71262 8.59665 -2.51763 0.03 -0.10 -0.17 0.10
H -1.43154 7.04010 -2.06741 0.30 -0.05 0.07 0.09
C -2.24883 -6.93638 -1.14789 0.26 -0.22 0.01 -0.07
C -3.49844 -7.16987 -0.31903 0.21 0.64 -0.14 -0.22
O -3.79270 -8.56907 -0.20600 0.08 -0.44 0.38 0.03
C -3.01863 -9.25772 0.64793 0.09 0.17 -0.22 -0.59
O -2.12127 -8.80546 1.31929 -0.46 -0.26 -0.23 0.12
O -3.39649 -10.54823 0.60860 0.01 0.45 0.01 0.00
C -2.57744 -11.41198 1.39371 0.19 -0.35 0.24 -0.05
H -2.33748 -7.42427 -2.12221 -0.11 0.11 0.01 0.08
H -2.08007 -5.86780 -1.29809 -0.08 -0.06 0.04 0.06
H -1.36516 -7.35641 -0.66197 -0.11 0.11 0.05 0.07
H -4.35323 -6.70949 -0.82005 -0.04 -0.32 0.15 0.11
H -3.42002 -6.71137 0.67055 0.06 -0.19 -0.09 0.12
H -2.50843 -11.06327 2.42641 0.09 0.07 -0.19 0.10
H -1.58350 -11.49034 0.94676 -0.04 0.11 0.16 0.10
H -3.03712 -12.40137 1.39376 -0.13 0.23 -0.18 0.09
C -6.34054 5.34617 5.54532 -0.20 -0.23 -0.15 -0.07
C -4.93745 5.57566 5.01457 -0.36 0.46 0.26 -0.22
O -4.34351 4.35036 4.56728 0.12 -0.19 -0.46 0.03
C -4.78497 3.88902 3.38538 -0.14 -0.06 0.17 -0.58
O -5.61541 4.41390 2.68140 0.47 -0.20 0.27 0.12
O -4.16184 2.72492 3.13083 -0.15 0.59 0.16 0.00
C -4.62245 2.06969 1.94911 0.00 -0.30 -0.15 -0.09
H -6.33613 4.57751 6.32215 0.09 0.15 0.05 0.08
H -6.75205 6.26918 5.95960 0.08 -0.05 0.00 0.08
H -7.01147 4.99715 4.75712 0.11 0.14 0.00 0.07
H -4.30465 5.95328 5.82164 0.13 -0.29 -0.17 0.12
H -4.92319 6.32393 4.21674 -0.05 -0.24 -0.05 0.12
H -4.56878 2.73168 1.08140 -0.13 0.01 0.15 0.10
H -5.64412 1.71069 2.09651 0.04 0.14 -0.12 0.11
H -3.97465 1.20857 1.76679 -0.27 0.49 0.58 -0.01
```
Positions in Å, forces in eV/Å.

Computed properties:
frontier orbital gap	0.2741	hartree
relative energy (zero: lowest compared OMol25 entry of this formula, charge and spin)	722.0	kJ/mol
structure (SMILES)	c1cc(-c2ccc3ncc(CCCCSc4nnco4)nc3c2)ccn1.CCOC(=O)OC.CCOC(=O)OC.CCOC(=O)OC
E	-2629.83811	a.u.
E_LUMO	-0.0457	Ha

=====

Below is C4H12N2S in the gas phase at a distorted geometry, with properties calculated with wB97M-V/def2-TZVPD.

Structure (XYZ):
```
19
Properties=species:S:1:pos:R:3:forces:R:3:lowdin_charge:R:1
C 1.43925 1.34730 1.13914 1.48 -0.33 0.74 -0.18
C -1.87080 -0.66892 -1.29172 -0.57 -0.56 -0.34 -0.12
C 0.17384 -0.95956 -0.08560 2.01 1.29 3.78 -0.19
C 1.69119 -0.00034 0.43245 -3.59 -0.30 -1.44 -0.67
N -1.30134 0.53680 0.69079 -3.02 -0.31 0.13 0.00
N -0.83997 -0.05013 -0.53633 1.40 0.45 1.18 -0.34
S 2.65332 0.01935 -1.07905 -1.52 0.88 -1.34 0.66
H 0.82603 2.06519 0.59949 0.32 -0.03 -0.26 0.05
H 0.86384 1.09917 2.05687 0.58 0.37 -0.34 0.06
H 2.51052 1.77259 1.41609 -2.30 -0.61 -0.53 0.11
H -2.45397 0.01993 -1.91601 0.21 0.12 0.31 0.09
H -1.36485 -1.35873 -1.95288 -0.27 -0.39 -0.32 0.08
H -2.55505 -1.19138 -0.60666 -0.10 -0.31 -0.25 0.08
H -0.23643 -1.51291 0.93419 1.10 0.74 -2.42 0.14
H 0.60096 -1.61338 -0.82799 -0.34 -0.28 -0.17 0.06
H 2.20025 -0.57771 1.14517 0.68 -1.29 0.70 0.04
H -1.59800 -0.28840 1.33688 0.48 1.31 -1.09 0.10
H -2.25002 0.95066 0.43262 1.62 -0.27 0.56 0.10
H 1.51124 0.41047 -1.88744 1.81 -0.47 1.10 -0.07
```
Positions in Å, forces in eV/Å.

Computed properties:
frontier orbital gap	0.3445	hartree
relative energy (zero: lowest compared OMol25 entry of this formula, charge and spin)	287.4	kJ/mol
structure (SMILES)	C[C@H](S)CN(C)N
E	-667.18540	a.u.
E_LUMO	0.0338	Ha

=====

Below is 3 unconnected molecules or ions with the total composition C6H14NO at a distorted geometry, with properties calculated with wB97M-V/def2-TZVPD.

Structure (XYZ):
```
22
Properties=species:S:1:pos:R:3:forces:R:3:lowdin_charge:R:1
C 0.27813 1.13026 -1.08037 1.42 -1.40 -2.56 0.09
C -0.11077 0.15885 -2.21938 1.68 1.36 1.49 0.03
C -0.64813 -0.16121 -0.83340 -1.41 -0.93 2.66 -0.43
C 0.05405 -1.04467 0.01732 -2.93 -3.16 -4.35 0.12
C -2.67165 -0.17032 0.64627 2.12 1.43 -0.28 0.09
C -2.05914 0.08448 -0.51725 -2.07 -0.72 -0.45 -0.11
N 0.74663 0.51023 1.89711 0.23 1.57 0.32 0.09
H -0.15450 2.09124 -0.84585 -0.55 -0.15 -0.39 0.14
H 1.24602 0.97325 -0.62461 0.05 0.21 -0.18 0.09
H 0.50009 -0.69681 -2.48678 0.72 0.77 -0.30 0.13
H -0.77039 0.47685 -3.01395 -0.60 0.07 0.50 0.14
H 0.82299 -1.66986 -0.43183 1.41 1.11 0.62 0.14
H -0.62192 -1.77597 0.46540 0.23 0.71 1.32 0.14
H -1.94422 -0.31145 1.44472 -0.82 -0.36 0.60 0.06
H -3.68861 0.12262 0.83249 -0.26 -0.50 0.07 0.08
H -2.71668 0.24268 -1.37489 0.38 0.55 -0.01 0.13
H 1.58702 0.55077 2.46718 0.20 -1.45 -0.71 0.06
H 0.40516 -0.11140 1.10476 1.16 1.57 2.57 -0.03
H 0.14514 1.12693 2.42817 -1.18 -0.61 -0.68 0.07
H 2.69421 -0.17781 1.23237 0.09 -0.13 -0.27 -0.03
H 3.36848 -0.93535 0.05212 0.00 -0.06 0.04 0.03
O 3.53808 -0.41331 0.84039 0.14 0.12 0.00 -0.03
```
Positions in Å, forces in eV/Å.

Computed properties:
frontier orbital gap	0.2446	hartree
relative energy (zero: lowest compared OMol25 entry of this formula, charge and spin)	664.0	kJ/mol
E	-366.51432	a.u.
net charge	+1
E_LUMO	-0.2810	Ha

=====

Below is 5 unconnected molecules or ions with the total composition C29H48BrCl12N2O9PS2 at a distorted geometry, with properties calculated with wB97M-V/def2-TZVPD.

Structure (XYZ):
```
104
Properties=species:S:1:pos:R:3:forces:R:3:lowdin_charge:R:1
C -5.09230 -3.30542 4.21007 0.14 1.96 0.93 0.03
C -4.87942 -2.07906 4.92230 -0.10 -1.43 -2.52 -0.05
C -3.82828 -1.01647 4.32667 -0.21 2.08 2.61 -0.40
O -3.20035 -0.33531 5.18039 -2.00 -2.55 -3.44 0.05
O -3.58481 -0.88046 2.93426 -0.98 -0.21 1.80 -0.11
C -4.44564 0.17146 2.35493 -0.35 -0.35 -0.64 -0.15
C -4.88300 -0.32358 0.88090 -0.79 -0.28 0.61 -0.17
C -5.49290 0.84647 -0.02788 -0.11 0.46 0.89 -0.19
C -4.47394 2.05502 -0.32363 -0.13 -0.40 -1.24 -0.23
C -3.51806 1.79725 -1.60053 0.19 0.25 0.49 -0.18
C -2.15584 1.03504 -1.13307 -0.62 0.52 0.26 -0.13
C -1.26757 0.51052 -2.37092 0.47 1.86 0.68 -0.25
O -1.88713 -0.47722 -3.20797 -0.58 0.17 1.37 -0.17
C -2.84989 -1.31657 -2.54752 -0.02 -1.99 0.19 -0.12
C 0.26061 0.12203 -1.88545 -2.01 1.82 -2.23 -0.36
C 0.95968 -0.55661 -3.15023 1.69 -0.49 -0.33 -0.11
C 1.19706 -2.12482 -3.15931 0.12 -0.60 -0.60 -0.19
C -0.08550 -3.07094 -3.14712 0.58 -0.77 -0.12 -0.18
C 0.46344 -4.60174 -3.25248 0.61 0.26 0.40 -0.20
C -0.14961 -5.58289 -2.14689 -0.51 0.22 -0.13 -0.23
C 0.26897 -5.25959 -0.63555 0.21 -0.07 0.20 -0.24
C 1.84092 -5.12927 -0.36966 0.70 0.93 0.04 -0.45
S 2.85658 -6.46652 -1.23599 1.24 0.78 0.36 0.88
C 4.54182 -5.70366 -1.27043 0.82 -0.19 1.07 -0.55
N 5.75217 -6.04578 -0.59810 -4.31 3.40 -4.02 0.03
N 6.60299 -5.05069 -1.03975 -1.73 3.32 -2.95 -0.03
C 5.94216 -4.12430 -1.92764 0.48 -4.14 3.14 -0.07
O 4.59049 -4.55426 -2.09293 3.34 -1.07 2.02 -0.08
C 0.92973 1.57902 -1.72876 0.56 0.57 -0.27 -0.11
C 2.20400 1.75308 -0.80385 0.80 0.44 1.27 -0.20
C 3.59168 1.19187 -1.37924 -1.02 -0.62 -0.30 -0.21
S 4.96502 1.20578 -0.09312 3.73 2.56 -0.46 0.73
O 6.21852 1.58621 -0.85370 -3.54 -1.35 1.93 -0.35
O 4.67723 2.11370 1.06696 0.09 -2.98 -2.58 -0.38
O 5.19650 -0.41074 0.35549 -0.79 2.15 -0.24 -0.24
O 0.02079 -0.64850 -0.71608 1.36 -0.15 -0.23 -0.17
C 1.11555 -1.23559 -0.02257 0.99 -0.45 -0.08 -0.37
P 0.88565 -0.88214 1.86421 -2.13 0.23 0.51 0.61
O -0.00275 0.58783 1.88892 1.02 -1.34 -0.05 -0.39
Br 2.88326 -0.47505 2.85478 -0.19 0.33 -0.61 0.28
H -4.93028 -4.29460 4.75163 -1.57 1.34 -0.57 0.07
H -5.47440 -3.27576 3.12909 2.07 -0.26 1.21 0.08
H -5.48115 -1.89879 5.87223 2.34 -0.30 -0.55 0.12
H -5.37533 0.24735 3.02422 1.29 0.28 -1.06 0.14
H -3.82143 1.12491 2.35340 -1.08 -1.14 0.01 0.12
H -5.73830 -1.08007 1.05620 1.37 1.01 -0.29 0.12
H -4.03263 -0.91495 0.40207 -1.02 1.03 0.59 0.10
H -5.98871 0.42106 -0.98117 1.09 0.67 1.39 0.12
H -6.36999 1.30793 0.57227 1.31 -0.79 -0.85 0.12
H -3.76689 2.24695 0.56028 -1.33 -0.09 -1.12 0.08
H -5.11397 2.98381 -0.56362 1.12 -1.35 0.64 0.09
H -3.25984 2.84238 -2.02135 -0.13 -1.69 0.56 0.11
H -4.07745 1.25225 -2.43098 0.73 0.60 1.14 0.10
H -2.37735 0.20858 -0.35631 0.29 1.25 -1.48 0.10
H -1.60799 1.84422 -0.51135 -0.48 -1.47 -1.16 0.12
H -1.12697 1.44541 -3.04278 -0.19 -1.57 0.84 0.16
H -2.92681 -2.28787 -3.17065 0.15 1.63 0.84 0.10
H -3.90952 -0.90067 -2.48211 1.50 -0.16 0.01 0.09
H -2.47158 -1.66537 -1.51123 -0.71 0.72 -1.54 0.10
H 0.47647 -0.28220 -4.16541 0.31 -0.26 1.96 0.15
H 2.01575 -0.08078 -3.22974 -1.60 -0.86 0.08 0.10
H 1.89639 -2.50172 -2.31557 -1.11 0.86 -1.18 0.09
H 1.77650 -2.37263 -4.13221 -0.85 0.47 1.48 0.13
H -0.78761 -2.89023 -4.04636 1.08 0.05 1.64 0.12
H -0.63294 -2.92092 -2.15136 0.55 -0.22 -1.54 0.09
H 1.60137 -4.55286 -3.08137 -1.60 -0.21 -0.30 0.08
H 0.34146 -5.02337 -4.32139 -0.05 0.63 1.78 0.12
H 0.12703 -6.66896 -2.37114 -0.38 1.48 0.20 0.10
H -1.30196 -5.48494 -2.19873 1.76 -0.35 0.11 0.12
H -0.14139 -6.08966 0.05410 0.53 1.37 -1.11 0.12
H -0.19851 -4.25289 -0.30867 0.69 -1.63 -0.41 0.10
H 2.14034 -5.19952 0.73872 -0.78 0.26 -1.66 0.09
H 2.24784 -4.13688 -0.80242 -0.74 -1.54 0.76 0.06
H 6.37727 -3.19266 -2.41923 -0.93 -1.67 0.80 0.14
H 1.25132 1.88639 -2.79978 -0.55 -0.52 1.64 0.14
H 0.17966 2.40574 -1.42694 1.09 -1.62 -0.22 0.13
H 2.36303 2.88887 -0.64624 -0.22 -1.83 -0.25 0.13
H 2.10055 1.33454 0.27013 -0.27 0.63 -1.75 0.09
H 3.54595 0.09322 -1.73263 0.10 1.77 0.56 0.10
H 3.90593 1.86818 -2.24737 0.15 -1.11 1.42 0.13
H 5.37654 -0.47268 1.32163 -0.32 0.32 -0.57 0.05
H 2.16627 -0.99028 -0.39435 -1.45 -0.05 0.28 0.09
H 1.01400 -2.38748 -0.10122 0.17 1.74 0.36 0.07
H -0.67961 0.54331 2.60345 0.76 -0.23 -0.58 0.04
C 4.12794 3.95758 3.41103 0.02 0.04 -0.08 -1.52
Cl 5.01855 5.48103 3.30071 -0.34 -0.22 0.23 0.50
Cl 4.65947 3.02535 4.81849 -0.03 0.00 -0.09 0.52
Cl 2.38415 4.25405 3.48505 0.24 -0.10 -0.01 0.49
H 4.33761 3.37487 2.51513 -0.08 0.20 0.35 -0.05
C 7.03729 5.29517 0.10402 0.03 -0.05 0.06 -1.53
Cl 5.36536 5.77922 -0.21773 0.09 -0.08 -0.04 0.51
Cl 8.08200 5.73116 -1.25593 -0.08 -0.07 0.10 0.52
Cl 7.62461 6.03483 1.60175 0.27 0.00 -0.35 0.50
H 7.06341 4.21314 0.22275 -0.04 0.18 -0.05 0.00
C -1.68819 4.59406 4.81750 0.10 0.04 0.04 -1.53
Cl -3.36792 5.05842 4.49843 0.07 -0.08 0.01 0.51
Cl -0.64605 5.06169 3.46628 -0.31 -0.03 0.07 0.49
Cl -1.11637 5.32121 6.32482 -0.07 -0.12 -0.16 0.53
H -1.64754 3.51143 4.92223 -0.03 0.22 -0.01 0.02
C -4.54344 6.68197 0.73771 0.05 0.04 -0.04 -1.54
Cl -3.92260 8.08609 -0.14123 -0.06 -0.11 0.12 0.53
Cl -6.19983 6.31544 0.23338 0.10 0.01 0.08 0.52
Cl -3.49431 5.27949 0.49050 -0.04 0.16 0.08 0.52
H -4.55303 6.91933 1.79988 0.02 -0.06 -0.21 0.01
```
Positions in Å, forces in eV/Å.

Computed properties:
frontier orbital gap	0.3055	hartree
relative energy (zero: lowest compared OMol25 entry of this formula, charge and spin)	452.4	kJ/mol
structure (SMILES)	C=CC(=O)OCCCCCC[C@H](OC)[C@@](CCCCCCCSc1nnco1)(CCCS(=O)(=O)O)OCP(O)Br.ClC(Cl)Cl.ClC(Cl)Cl.ClC(Cl)Cl.ClC(Cl)Cl
E	-11154.11460	a.u.
E_LUMO	-0.0303	Ha